Record 1
Below is C34H53BN10S5Sn as an isolated structure, with properties calculated with the ωB97M-V functional and the def2-TZVPD basis.

## Properties
Molecular weight = 891.726 g/mol
Spin multiplicity = 1
Orbital gap = 0.2569 Eh
LUMO energy = 0.6 eV

Positions of all 104 atoms, in Å:
H1 2.53 -4.31 1.46
H2 4.17 -2.47 2.12
H3 0.02 3.02 -5.66
H4 -2.86 -3.19 -1.48
B1 -2.42 1.79 -0.79
C1 -0.65 3.95 3.48
H5 1.04 4.39 -2.51
H6 1.02 5.21 5.23
C2 -3.42 -3.21 -2.41
N1 -0.80 2.78 1.59
N2 2.80 -1.23 -1.81
C3 -1.89 -4.50 5.01
C4 0.09 -1.45 2.16
H7 2.75 -0.42 -2.41
C5 -0.87 -3.03 3.42
C6 2.77 4.36 3.35
N3 3.10 -1.00 1.03
H8 2.48 -2.24 2.55
H9 0.66 0.61 -5.29
N4 1.69 -3.17 -0.11
C7 -4.72 0.06 -3.11
C8 1.90 -3.55 -1.50
C9 1.44 2.31 -4.19
H10 2.72 -4.27 -1.57
H11 2.75 -2.76 -3.31
C10 4.11 -1.41 -1.22
H12 -5.03 -2.62 -0.19
C11 -3.55 -0.40 -1.29
C12 1.00 3.31 -5.26
C13 0.36 3.57 -2.36
N5 -0.31 -2.69 2.20
N6 -3.41 0.89 -1.55
H13 -5.82 -3.84 -1.19
C14 -1.92 -3.46 5.95
C15 -5.51 -2.61 -3.61
H14 -1.01 4.11 -0.73
S1 -0.87 -0.06 -3.18
H15 3.07 -0.27 1.74
H16 -0.83 4.57 4.33
C16 -0.64 3.43 -1.48
C17 2.16 -2.37 -2.46
C18 1.77 3.48 4.10
H17 -2.96 2.80 -0.44
H18 0.92 4.32 -4.87
C19 1.58 0.95 -4.85
Sn1 0.74 -0.55 0.14
H19 1.90 0.18 -4.15
C20 -0.90 -2.00 4.37
H20 -3.68 -4.25 -2.62
C21 3.17 -2.29 1.71
C22 -0.52 1.52 -2.64
H21 -2.33 -3.64 6.94
C23 2.80 2.73 -3.61
H22 4.92 -1.03 -1.86
N7 -1.20 2.18 -1.66
S2 -1.95 0.76 0.81
H23 0.82 -3.53 0.28
S3 1.70 1.78 1.23
H24 -4.14 2.19 -3.09
C24 -1.37 -4.29 3.75
C25 -4.71 -2.39 -2.33
S4 -0.22 -0.58 3.65
H25 2.85 3.79 -3.40
S5 -2.81 -1.10 0.10
C26 2.38 2.13 4.47
H26 -2.50 3.85 2.31
H27 -2.28 -5.47 5.28
N8 0.45 2.38 -3.08
H28 2.95 1.70 3.65
H29 1.60 1.41 4.76
H30 3.65 -3.79 0.23
H31 2.22 4.22 6.05
C27 4.20 -0.69 0.12
H32 1.21 -2.00 -2.85
H33 -5.34 -0.12 -3.96
H34 -6.48 -2.19 -1.10
H35 -1.34 -5.09 3.02
C28 2.79 -3.47 0.81
H36 -2.78 -2.83 -3.21
H37 2.34 1.06 -5.63
C29 -1.43 -2.21 5.64
H38 1.01 -4.07 -1.87
H39 4.31 -2.48 -1.10
H40 1.72 3.31 -6.08
C30 -4.13 1.20 -2.67
H41 2.33 5.32 3.11
H42 3.04 2.27 5.33
H43 3.66 4.52 3.97
N9 0.56 3.32 3.25
H44 3.08 3.87 2.43
H45 4.16 0.39 -0.06
H46 -6.46 -2.07 -3.59
H47 3.00 2.19 -2.68
C31 1.35 4.18 5.40
C32 -5.56 -2.78 -1.12
H48 -4.95 -2.32 -4.49
H49 0.56 3.63 5.91
C33 -1.47 3.59 2.47
H50 -1.45 -1.41 6.37
C34 0.43 2.63 2.07
N10 -4.35 -0.95 -2.23
H51 -5.74 -3.67 -3.69
H52 5.17 -0.91 0.59
H53 3.59 2.50 -4.33

Atom charges from the Mulliken analysis, given in e for atoms 1 to 8: H 0.510; H 0.552; H 0.367; H 0.293; B 0.313; C -0.290; H 0.572; H 0.451


Record 2
Below is one molecule with the formula C16H17FO3, with properties calculated with the ωB97M-V functional and the def2-TZVPD basis.

## Properties
Structure (SMILES) = CCOc1ccccc1OCCOc1ccc(F)cc1
Molecular weight = 276.307 g/mol
Spin multiplicity = 1
Orbital gap = 0.3321 Eh
LUMO energy = 0.8 eV

Positions of all 37 atoms, in Å:
C1 0.96 -0.46 -1.83
C2 1.63 -0.54 -0.61
C3 1.88 -1.83 1.40
C4 -2.72 -1.40 -1.00
H1 -2.76 -3.54 -0.88
C5 -1.45 -0.26 0.71
C6 -1.57 -2.67 0.67
H2 0.55 0.73 -3.57
C7 -0.77 2.80 -0.11
C8 -2.39 -2.63 -0.44
C9 -1.51 2.13 1.04
H3 1.81 -2.90 1.62
H4 0.35 -1.29 -2.13
H5 0.91 -0.01 2.08
H6 -0.84 2.22 -1.03
C10 1.86 1.71 -2.19
O1 1.48 -1.71 0.06
H7 2.92 -1.51 1.54
H8 3.14 2.49 -0.67
H9 -2.53 0.71 -0.87
C11 1.07 0.66 -2.62
H10 -1.37 2.71 1.95
H11 -1.30 -3.61 1.12
C12 0.96 -1.06 2.36
H12 2.94 0.50 0.75
H13 1.34 -1.15 3.38
C13 -2.25 -0.23 -0.43
F1 1.98 2.82 -2.96
H14 -3.34 -1.35 -1.87
H15 0.28 2.92 0.14
H16 -2.58 2.06 0.83
H17 -1.20 3.79 -0.29
O2 -0.98 0.85 1.36
C14 -1.09 -1.51 1.25
C15 2.53 1.66 -0.98
O3 -0.33 -1.63 2.40
C16 2.41 0.53 -0.19

Atom charges from the natural (NBO) analysis, given in e for atoms 1 to 8: C -0.259; C 0.370; C -0.096; C -0.233; H 0.214; C 0.238; C -0.231; H 0.230


Record 3
Below is C36H32NO3P2V as an isolated structure, with properties calculated with the ωB97M-V functional and the def2-TZVPD basis.

## Properties
Molecular weight = 639.548 g/mol
Spin multiplicity = 4
Orbital gap (spin up / spin down) = 0.2960 / 0.3019 Eh
LUMO energy (spin up / spin down) = -2.9 / -2.9 eV
Expectation value of S² = 3.76
Net charge = +1

Positions of all 75 atoms, in Å:
H1 -0.38 -4.17 -3.85
H2 4.36 0.73 -0.02
C1 -0.83 2.70 4.96
C2 -2.60 -2.39 0.87
C3 -2.22 -1.68 -0.25
H3 0.34 2.64 6.76
H4 -1.35 2.38 -3.06
C4 -1.44 -0.83 2.29
C5 -1.43 -0.54 -0.11
C6 0.54 -4.73 2.10
H5 4.22 -0.20 -1.54
V1 1.14 -0.87 0.24
H6 2.26 1.51 5.69
C7 0.13 5.23 -2.85
H7 -2.35 4.28 -0.74
C8 0.31 -3.96 -0.53
C9 -0.04 -5.28 -0.15
C10 0.87 -3.44 1.65
H8 -1.58 2.36 -0.06
C11 1.34 1.44 3.76
C12 0.22 1.75 3.01
H9 -0.99 -6.48 -3.19
H10 -0.85 3.48 1.10
C13 1.46 0.92 -1.88
C14 -1.05 -0.08 1.17
H11 -2.50 -2.54 3.01
C15 4.36 -0.27 -0.46
C16 1.43 -0.27 -2.61
C17 -0.64 2.69 0.38
C18 0.18 -3.58 -1.88
H12 -1.38 0.31 -4.40
H13 3.44 -1.23 1.01
C19 -0.28 -4.47 -2.81
H14 -1.19 0.05 -1.00
H15 -0.08 6.68 -4.41
H16 -2.53 -2.00 -1.23
H17 1.18 5.06 -3.06
H18 -2.47 7.12 -3.93
H19 -1.68 3.18 5.43
C20 1.38 1.76 5.11
C21 0.30 2.39 5.71
H20 -0.18 -6.65 1.51
C22 -1.84 4.79 -1.55
H21 0.67 -4.94 3.15
H22 2.24 -0.98 -2.53
H23 2.17 0.92 3.30
C23 -0.51 -6.18 -1.14
H24 -1.76 2.61 3.04
C24 0.45 1.88 -2.02
C25 -0.58 6.15 -3.61
O1 1.68 -1.27 2.11
H25 -3.21 -3.29 0.76
C26 -0.63 -5.78 -2.44
H26 5.31 -0.76 -0.26
P1 0.16 1.28 1.26
H27 -3.59 5.92 -2.08
H28 0.38 -1.38 -4.12
O2 1.52 -2.73 3.81
P2 0.54 3.35 -0.91
C27 0.09 -5.64 1.20
N1 0.77 -3.05 0.39
C28 -0.50 4.53 -1.82
C29 -2.20 -1.97 2.14
C30 -0.57 1.64 -2.93
O3 3.28 -1.06 0.07
H29 0.44 -2.57 -2.16
C31 0.39 -0.49 -3.52
H30 -1.12 -0.51 3.28
C32 1.39 -2.42 2.65
H31 2.31 1.15 -1.25
C33 -0.59 0.47 -3.68
C34 -2.55 5.72 -2.30
C35 -0.87 2.38 3.61
H32 -0.78 -7.18 -0.84
C36 -1.92 6.40 -3.34

Atom charges from the Mulliken analysis, given in e for atoms 1 to 8: H 0.430; H 0.334; C -0.851; C -0.580; C -0.826; H 0.396; H 0.434; C -0.805


Record 4
Below is a 2-piece molecular cluster, C7H17P overall, with properties calculated with the ωB97M-V functional and the def2-TZVPD basis.

## Properties
Molecular weight = 132.187 g/mol
Spin multiplicity = 1
Orbital gap (spin up / spin down) = 0.2674 / 0.3038 Eh
LUMO energy (spin up / spin down) = -0.2 / 0.6 eV

Positions of all 25 atoms, in Å:
C1 0.11 2.14 0.81
H1 2.83 2.71 0.99
H2 -2.59 -0.27 -0.35
C2 2.54 1.71 0.62
H3 -0.23 -3.26 -0.70
H4 -2.40 -0.48 -2.16
H5 0.38 2.22 1.93
H6 0.09 -2.04 1.14
H7 1.31 2.30 -1.06
H8 1.86 -1.30 -0.95
H9 -0.19 3.15 0.58
P1 0.78 -0.60 -1.54
H10 -1.95 -3.14 -0.42
C3 -1.92 -0.18 -1.13
C4 1.24 1.93 -0.10
H11 -1.63 0.86 -1.23
C5 -1.00 -2.63 -0.96
H12 -1.50 -0.94 1.43
C6 -0.57 -1.09 0.82
H13 -1.03 -2.72 -2.13
H14 3.44 1.41 -0.05
H15 -0.75 1.46 0.78
H16 2.46 1.08 1.39
H17 0.18 -0.28 0.92
C7 -0.77 -1.18 -0.65

Atom charges from the natural (NBO) analysis, given in e for atoms 1 to 8: C -0.706; H 0.209; H 0.203; C -0.655; H 0.208; H 0.220; H 0.214; H 0.211


Record 5
Below is an isolated ion of composition C5H9N4O2 and charge +1, with properties calculated with the ωB97M-V functional and the def2-TZVPD basis.

## Properties
Structure (SMILES) = NC(=O)C1(C(N)=O)N=CC[NH2+]1
Molecular weight = 157.153 g/mol
Spin multiplicity = 1
Orbital gap = 0.4235 Eh
LUMO energy = -3.2 eV
Net charge = +1

Positions of all 20 atoms, in Å:
H1 2.84 -0.64 -0.84
N1 0.51 -0.22 1.05
N2 -1.71 -1.67 0.57
C1 -0.19 -0.01 -0.23
C2 1.75 -0.16 0.90
C3 2.20 0.19 -0.48
H2 -2.27 2.33 1.02
H3 2.36 -0.36 1.83
O1 -0.57 -1.97 -1.48
H4 -1.65 0.86 1.73
C4 -0.89 -1.34 -0.49
C5 -1.05 1.25 -0.24
N3 0.90 0.21 -1.20
H5 -1.72 -1.00 1.31
N4 -1.68 1.43 0.94
H6 2.63 1.14 -0.42
O2 -0.88 1.98 -1.20
H7 -1.96 -2.55 0.74
H8 0.57 1.08 -1.65
H9 0.81 -0.53 -1.87

Atom charges from the natural (NBO) analysis, given in e for atoms 1 to 8: H 0.267; N -0.395; N -0.759; C 0.029; C 0.134; C -0.297; H 0.443; H 0.258


Record 6
Below is C22H48N2O2PmSSi4 as an isolated structure, with properties calculated with the ωB97M-V functional and the def2-TZVPD basis.

## Properties
Molecular weight = 662.049 g/mol
Spin multiplicity = 5
Orbital gap (spin up / spin down) = 0.2351 / 0.2371 Eh
LUMO energy (spin up / spin down) = -3.5 / -3.4 eV
Expectation value of S² = 6.02
Net charge = +1

Positions of all 80 atoms, in Å:
H1 2.18 3.01 -1.95
H2 4.35 0.27 -1.66
C1 -2.28 -2.28 3.14
H3 5.35 -1.82 1.03
H4 -0.49 2.19 -1.02
C2 1.23 4.92 -1.81
H5 -4.14 -2.11 -2.53
H6 -2.22 2.67 2.39
O1 0.54 7.64 -2.61
H7 2.19 -3.58 1.35
O2 -0.87 7.70 -0.90
H8 -2.98 -2.91 3.70
H9 -2.21 1.00 2.93
C3 1.73 -2.96 2.12
C4 -4.31 -2.79 0.91
H10 0.80 4.15 1.94
N1 2.07 -1.54 1.94
Pm1 1.35 -0.44 -0.26
H11 4.07 -3.00 0.88
H12 1.33 5.10 -2.87
H13 -1.09 0.78 -3.33
Si1 -1.54 -1.00 -0.07
C5 0.44 5.55 0.37
H14 -4.51 0.94 -0.74
C6 -1.67 -4.35 0.93
H15 0.65 -3.07 2.04
C7 -1.55 2.37 -0.82
H16 1.62 -1.15 3.98
C8 0.59 5.84 -0.98
H17 -2.08 2.33 -1.77
C9 -0.65 -0.22 -3.32
C10 4.27 -1.93 0.89
Si2 -2.31 1.18 0.43
H18 -4.83 -1.86 1.14
H19 3.49 -3.25 -1.31
N2 3.85 -1.37 -0.42
C11 1.54 3.44 0.06
H20 2.05 -3.31 3.10
H21 5.14 -2.65 -1.53
C12 1.70 3.72 -1.29
Si3 -1.74 -1.47 -2.36
H22 -0.98 -3.35 -3.80
C13 0.92 4.37 0.89
H23 -2.18 -4.84 0.10
C14 0.01 7.13 -1.47
C15 -4.18 1.26 0.25
H24 -1.61 3.40 -0.45
H25 -4.54 2.28 0.40
H26 -3.94 -0.38 -2.80
H27 4.51 0.59 0.07
H28 -0.73 1.74 2.29
H29 0.36 -0.10 -2.90
H30 3.91 -1.62 3.01
H31 0.29 -0.88 2.84
C16 -1.04 -3.18 -2.73
H32 -1.28 -2.49 3.52
H33 -4.78 -3.58 1.50
H34 -1.66 -3.97 -2.30
H35 -4.49 -3.01 -0.14
H36 5.72 -0.42 -0.77
C17 4.09 -2.36 -1.48
C18 -1.82 1.68 2.18
H37 -0.51 -0.53 -4.35
H38 1.32 7.14 -2.88
H39 -3.52 -1.52 -4.07
H40 3.66 -0.19 2.03
H41 -4.68 0.63 0.98
H42 1.63 0.29 2.92
H43 -1.75 -5.00 1.80
C19 -3.50 -1.35 -2.99
C20 3.52 -1.28 2.04
C21 1.36 -0.77 2.98
S1 2.10 1.91 0.76
H44 -0.07 6.27 1.00
Si4 -2.47 -2.67 1.30
H45 3.82 -1.93 -2.45
H46 -2.52 -1.24 3.37
H47 -0.62 -4.27 0.66
H48 -0.03 -3.32 -2.32
C22 4.66 -0.17 -0.70

Atom charges from the Mulliken analysis, given in e for atoms 1 to 8: H 0.426; H 0.371; C -1.131; H 0.418; H -0.236; C -0.932; H 0.281; H 0.458


| no. | F_max (Eh/bohr) |
| --- | --- |
| 1 | 0.01187 |
| 2 | 0.01416 |
| 3 | 0.00217 |
| 4 | 0.11177 |
| 5 | 0.10822 |
| 6 | 0.01689 |